(1)
Entry from the Open Molecules 2025 dataset: the molecule C5H5N (the ωB97M-V functional and the def2-TZVPD basis).

Geometry as XYZ:
```
11
Properties=species:S:1:pos:R:3:mulliken_charge:R:1
C -1.73597 -1.05437 2.18924 -0.17
C -2.28748 0.43765 0.58414 -0.60
C -1.46358 -0.62075 0.90853 0.30
C -0.16855 -0.87984 0.11930 0.68
C 0.78048 0.26256 0.11068 -1.27
N 0.14935 -1.99751 -0.38545 -0.68
H -3.16224 0.67261 1.04046 0.34
H 1.08121 0.39100 1.08120 0.41
H 1.64111 -0.08818 -0.35022 0.36
H 0.43287 1.22523 -0.14089 0.37
H 1.09393 -2.02181 -0.76116 0.24
```

Output
- Charge: 0
- Orbital gap (spin up / spin down): 7.60 / 7.60 eV
- Spin multiplicity: 1

=====

(2)
Entry from the Open Molecules 2025 dataset: the molecule C5H5N (the ωB97M-V functional and the def2-TZVPD basis).

Geometry as XYZ:
```
11
Properties=species:S:1:pos:R:3:mulliken_charge:R:1
C 0.82006 0.88458 -0.25195 -0.29
C 0.97744 -0.45890 0.30858 -0.03
C 1.88535 0.57375 0.71867 0.45
C -0.50344 0.40804 -0.93217 -0.18
C -0.48077 -0.86305 -0.12114 -0.50
N 2.81700 1.21306 1.27422 -0.71
H -1.43911 1.05318 -0.70335 0.25
H -0.36973 0.26068 -1.98922 0.24
H -0.62491 -1.77972 -0.64056 0.28
H -1.21586 -0.76624 0.59094 0.23
H 3.56672 0.59699 1.60543 0.26
```

Output
- Charge: 0
- Orbital gap: 9.58 eV
- Spin multiplicity: 1

=====

Stability order, top to bottom: (2), (1)

=====

(1)
Entry from the Open Molecules 2025 dataset: a cluster of 2 separate species, C4H10IP in total (the ωB97M-V functional and the def2-TZVPD basis).

Geometry as XYZ:
```
16
Properties=species:S:1:pos:R:3:mulliken_charge:R:1
C 0.31499 1.92288 -0.47659 -1.46
C -0.26862 0.49399 1.52965 -1.50
C -1.17019 -0.06391 -0.72463 -1.05
C -0.03840 0.50900 0.02120 1.30
P 1.25161 -2.63996 -0.74857 0.06
I 1.39401 -4.82518 -1.74898 -0.08
H -0.50045 2.61088 -0.26901 0.35
H 1.20784 2.27805 0.03164 0.37
H 0.50470 1.91831 -1.54621 0.38
H -1.11015 1.12993 1.79205 0.35
H 0.61314 0.85499 2.05373 0.41
H -0.47861 -0.51745 1.87042 0.35
H -2.03109 -0.45343 -0.21615 0.32
H -1.18790 -0.00854 -1.79817 0.35
H 0.85767 -0.10154 -0.18905 -0.21
H 0.64147 -3.10802 0.41866 0.04
```

Output
- Charge: 0
- Orbital gap (spin up / spin down): 6.72 / 8.53 eV
- Spin multiplicity: 1

=====

(2)
Entry from the Open Molecules 2025 dataset: a structure of composition C4H10IP (the ωB97M-V functional and the def2-TZVPD basis).

Geometry as XYZ:
```
16
Properties=species:S:1:pos:R:3:mulliken_charge:R:1
C 0.82687 -1.38269 -0.67331 -1.01
C 0.11360 1.60106 -0.88905 -1.52
C 0.91828 -0.54664 0.59796 -0.58
C 0.06943 0.69008 0.33907 -0.19
P -2.34388 0.01615 0.54709 0.07
I 0.23737 2.07422 1.90313 0.09
H 1.59716 -2.10327 -0.60234 0.38
H 0.96776 -0.60703 -1.58549 0.23
H -0.15583 -1.86627 -0.60625 0.23
H -0.69911 2.21416 -0.74729 0.59
H 1.18036 1.94662 -0.89661 0.41
H -0.13511 0.93215 -1.76565 0.38
H 1.90890 -0.24746 0.65257 0.45
H 0.50839 -1.05768 1.40056 0.39
H -2.47191 -0.21738 2.02550 0.05
H -2.52227 -1.44602 0.30012 0.03
```

Output
- Charge: 0
- Orbital gap: 8.34 eV
- Spin multiplicity: 1

=====

Stability order, top to bottom: (1), (2)

=====

(1)
Entry from the Open Molecules 2025 dataset: a cluster of 2 separate species, CH5N2O2 in total (the ωB97M-V functional and the def2-TZVPD basis).

Geometry as XYZ:
```
10
Properties=species:S:1:pos:R:3:mulliken_charge:R:1
C 0.57200 0.29319 -1.35261 0.41
N 0.33719 1.22367 -2.22468 -0.37
N 0.73065 -0.44641 -0.48482 -0.11
O 0.02885 -1.30386 1.89415 -0.38
O -0.97765 -0.43630 2.35379 -0.30
H 0.30363 -0.75839 0.53576 0.41
H -0.33358 0.94606 -2.94422 0.29
H 0.39484 2.20422 -1.99482 0.29
H -0.60673 0.46227 2.37015 0.35
H -0.44920 -2.18446 1.84729 0.41
```

Output
- Charge: +1
- Orbital gap: 11.25 eV
- Spin multiplicity: 1

=====

(2)
Entry from the Open Molecules 2025 dataset: the ion CH5N2O2 with charge +1 (the ωB97M-V functional and the def2-TZVPD basis).

Geometry as XYZ:
```
10
Properties=species:S:1:pos:R:3:mulliken_charge:R:1
C -1.25059 0.27654 -0.10077 -0.61
N 0.90078 -0.22960 0.01369 0.32
N 0.07272 0.63602 0.28918 0.01
O 2.20682 -0.51953 0.07517 -0.09
O 3.21770 0.48419 -0.09261 -0.21
H -1.23813 -0.73093 -0.44904 0.37
H -1.66751 0.95428 -0.88862 0.30
H -1.94014 0.37628 0.72359 0.29
H 0.41318 -1.21833 -0.35236 0.26
H 3.86566 0.08336 -0.59244 0.36
```

Output
- Charge: +1
- Orbital gap: 10.39 eV
- Spin multiplicity: 1

=====

(3)
Entry from the Open Molecules 2025 dataset: a cluster of 2 separate species, CH5N2O2 in total (the ωB97M-V functional and the def2-TZVPD basis).

Geometry as XYZ:
```
10
Properties=species:S:1:pos:R:3:mulliken_charge:R:1
C -1.22346 -1.06585 0.50608 0.75
N -0.71964 -0.98737 1.65144 -0.30
N 0.86477 1.02523 -1.14274 -0.36
O 0.30221 0.25114 -0.09171 -0.65
O -1.73619 -1.18528 -0.50447 -0.20
H -0.37138 -1.61359 2.36307 0.33
H -0.09943 -0.13516 1.52673 0.36
H 0.34551 0.73632 -2.03044 0.36
H 0.76075 2.11433 -0.99705 0.37
H 1.87686 0.86022 -1.28091 0.35
```

Output
- Charge: +1
- Orbital gap: 11.06 eV
- Spin multiplicity: 1

=====

Stability order, top to bottom: (3), (1), (2)

=====

(1)
Entry from the Open Molecules 2025 dataset: a cluster of 2 separate species, CH7NS2 in total (the ωB97M-V functional and the def2-TZVPD basis).

Geometry as XYZ:
```
11
Properties=species:S:1:pos:R:3:mulliken_charge:R:1
N -2.96044 0.54195 2.38125 -0.54
H -2.69024 1.17228 1.66536 0.20
H -3.12146 1.03417 3.17407 0.18
H -3.50837 -0.23176 2.24005 0.18
C 1.96460 1.16962 -0.74727 -0.69
S 0.74461 0.23090 0.26077 -0.03
S 0.01618 -1.13924 -1.23603 -0.21
H 1.50690 2.13245 -0.79611 0.27
H 3.04295 1.33783 -0.48363 0.29
H 1.94983 0.49928 -1.62303 0.23
H -0.41678 -2.22221 -0.75775 0.13
```

Output
- Charge: 0
- Orbital gap: 8.61 eV
- Spin multiplicity: 1

=====

(2)
Entry from the Open Molecules 2025 dataset: a cluster of 2 separate species, CH7NS2 in total (the ωB97M-V functional and the def2-TZVPD basis).

Geometry as XYZ:
```
11
Properties=species:S:1:pos:R:3:mulliken_charge:R:1
N 1.06130 1.18252 2.94642 -0.63
H 1.09126 1.83068 3.70373 0.21
H 0.70438 1.78042 2.21494 0.20
H 1.73567 0.60584 2.49025 0.21
C -1.33634 0.67435 0.41328 -0.60
S -0.56009 0.34344 -1.17565 -0.07
S 0.64461 -1.25446 -0.84810 -0.19
H -2.07668 -0.09453 0.60676 0.31
H -0.57032 0.52266 1.18914 0.06
H -1.80080 1.61030 0.72338 0.35
H -0.36825 -2.10155 -0.81871 0.15
```

Output
- Charge: 0
- Orbital gap: 9.57 eV
- Spin multiplicity: 1

=====

Stability order, top to bottom: (2), (1)

=====

(1)
Entry from the Open Molecules 2025 dataset: a cluster of 2 separate species, C10H10N2 in total (the ωB97M-V functional and the def2-TZVPD basis).

Geometry as XYZ:
```
22
Properties=species:S:1:pos:R:3:mulliken_charge:R:1
C 0.04330 0.97383 2.01757 -0.07
C -1.13913 0.26849 2.46704 -0.31
C -1.35311 -1.07009 2.38038 -0.31
C -0.08023 -1.94958 2.12675 -0.42
C 1.07211 -1.13324 1.86616 -0.12
C 1.43880 1.47345 -2.16263 -0.36
C 0.69885 0.86776 -1.02426 0.14
C -0.37309 0.11319 -1.13336 0.00
C -0.83803 -0.13710 -2.47796 -0.48
C -0.14425 0.62718 -3.47641 -0.15
H 0.07514 2.05360 1.89753 0.37
H -1.89322 0.89230 2.70534 0.44
H -2.36324 -1.45600 2.74852 0.30
H 0.01192 -2.98064 1.67029 0.31
H 1.98750 -1.76603 1.62979 0.26
H 2.44013 1.92987 -1.83820 0.28
H 1.19478 0.83687 0.07228 0.51
H -0.63939 -0.73628 -0.53564 0.16
H -1.70485 -0.80504 -2.73325 0.32
H -0.53128 0.44380 -4.52227 0.27
N 1.11632 0.28142 1.69354 -0.59
N 0.98097 1.27225 -3.37120 -0.56
```

Output
- Charge: 0
- Orbital gap: 9.07 eV
- Spin multiplicity: 1

=====

(2)
Entry from the Open Molecules 2025 dataset: the molecule C10H10N2 (the ωB97M-V functional and the def2-TZVPD basis).

Geometry as XYZ:
```
22
Properties=species:S:1:pos:R:3:mulliken_charge:R:1
C 2.90423 1.79626 -2.03929 -0.07
C 1.83339 1.00004 -1.40591 0.72
C 2.43315 0.01724 -0.68984 -0.64
C 1.61756 -0.54365 0.39524 -0.92
C 0.23975 -0.37484 0.56390 0.58
C -0.50842 -1.25448 1.54834 -0.91
C -1.98397 -1.34469 1.07935 -0.69
C -1.87259 0.53651 -0.39330 -1.00
C -0.33296 0.48483 -0.41505 1.37
C 0.41521 1.26541 -1.29563 -0.97
H 3.40888 -0.59434 -0.94585 0.28
H 2.12760 -1.20960 0.97370 0.47
H 0.20799 -2.06950 1.74310 0.43
H -0.50984 -0.53832 2.53418 0.24
H -2.22510 -1.93390 0.20177 0.39
H -2.54807 -1.41809 2.04674 0.34
H -1.99208 0.61959 1.71788 0.33
H -2.37965 -0.25535 -1.18022 0.24
H -2.11592 1.54772 -0.83452 0.38
H -0.19663 1.73964 -2.08950 0.32
N 3.91577 2.47575 -2.40127 -0.49
N -2.43831 0.05376 0.88619 -0.42
```

Output
- Charge: 0
- Orbital gap: 9.23 eV
- Spin multiplicity: 1

=====

Stability order, top to bottom: (2), (1)

=====

(1)
Entry from the Open Molecules 2025 dataset: a cluster of 2 separate species, C7H16N2OS in total (the ωB97M-V functional and the def2-TZVPD basis).

Geometry as XYZ:
```
27
Properties=species:S:1:pos:R:3:mulliken_charge:R:1
C 1.88979 0.48464 0.05072 -0.57
C 0.65563 -0.15059 -0.07739 0.71
C 1.39176 2.56636 -1.19587 -1.14
C 1.85335 -2.35470 -0.19748 -1.11
C -0.61505 -2.33187 -0.13699 -0.84
C -3.71115 0.50525 1.33923 -0.70
C 2.15575 1.89840 0.00852 -0.94
N -0.47875 0.48190 0.19576 -0.37
N 0.63019 -1.50541 -0.28490 0.01
O -3.85532 -0.33531 -1.07228 -0.48
S -3.14077 0.73740 -0.44410 0.41
H 2.73273 0.00225 0.58667 0.30
H 0.39952 3.01698 -0.86750 0.29
H 1.97199 3.34965 -1.53583 0.46
H 1.37860 1.86532 -2.04426 0.28
H 1.87178 -2.76851 0.83922 0.35
H 1.73419 -3.27048 -0.94224 0.29
H 2.71185 -1.80092 -0.49789 0.42
H -1.35488 -2.15257 -0.80624 0.33
H -0.31170 -3.40741 -0.20564 0.33
H -1.11815 -2.10461 0.93767 0.19
H -4.69713 0.98211 1.62612 0.31
H -3.75014 -0.60918 1.38955 0.20
H -2.80330 0.93986 1.90008 0.22
H 3.16870 2.09220 0.02981 0.51
H 1.84995 2.39597 0.95928 0.28
H -0.55945 1.47328 0.44598 0.23
```

Output
- Charge: 0
- Orbital gap (spin up / spin down): 8.34 / 6.77 eV
- Spin multiplicity: 1

=====

(2)
Entry from the Open Molecules 2025 dataset: the molecule C7H16N2OS (the ωB97M-V functional and the def2-TZVPD basis).

Geometry as XYZ:
```
27
Properties=species:S:1:pos:R:3:mulliken_charge:R:1
C 2.14377 -0.05841 0.09295 0.14
C 3.34695 -0.35759 0.50368 -0.45
C 0.96790 -0.73910 0.35616 -1.05
C -1.96203 -1.20269 0.53743 -0.51
C -4.05390 0.32004 0.74881 -0.99
C -0.78115 0.05516 -1.88540 -1.05
C -3.30991 -0.87366 0.05996 -0.28
N 5.58355 -0.10210 -0.03643 -0.52
N -0.03445 1.73727 0.04000 -0.69
O 4.37436 0.48864 0.27008 -0.23
S -0.51711 0.00573 -0.01740 0.89
H 1.96457 0.93480 -0.35570 0.41
H 3.64159 -1.35497 0.87073 0.38
H 0.85109 -1.52360 1.12640 0.31
H -2.00226 -1.59537 1.59443 0.32
H -3.66197 1.25782 0.36691 0.21
H -3.79441 0.35871 1.91700 0.24
H -5.14264 0.30819 0.55506 0.39
H -1.22550 0.90813 -2.12200 0.44
H 0.19579 -0.04844 -2.36005 0.34
H -1.36305 -0.86061 -2.19626 0.33
H -4.09421 -1.60819 0.19390 0.37
H -3.18575 -0.56657 -1.07604 0.04
H 5.96311 0.50215 -0.83102 0.24
H 6.23801 -0.34185 0.68831 0.21
H -0.81233 2.32010 0.27295 0.26
H 0.66997 2.03640 0.68554 0.22
```

Output
- Charge: 0
- Orbital gap (spin up / spin down): 6.40 / 6.40 eV
- Spin multiplicity: 1

=====

Stability order, top to bottom: (1), (2)